Entry from the OMol25 dataset: a molecular structure, C33H39N9O7S6SiSn (the ωB97M-V functional and the def2-TZVPD basis).

For the relative energy (zero: lowest compared OMol25 entry of this formula, charge and spin), the calculation gives 61.44 kcal/mol. The calculation puts the HOMO-LUMO gap at 0.151 hartree. The value obtained for the HOMO energy is -1.9 eV. The calculation puts the total energy at -141320.878 eV. The calculation puts the molar mass at 1012.930 g mol⁻¹.

```
! wB97M-V def2-TZVPD RIJCOSX def2/J DEFGRID3
* xyz -2 1
Sn -0.2589 -1.5780 -0.9742
C 1.3775 1.3378 4.1246
C 0.4082 1.1341 2.9750
C 1.0634 1.3456 1.6035
C -0.8575 2.0217 3.1074
O -0.1136 -0.2061 3.0021
Si 0.4462 -1.7180 2.7591
S -0.6224 -2.8557 1.2827
O 2.0015 -1.7482 2.4566
C 3.2427 -2.5783 2.6024
C 4.3452 -1.6559 2.8665
C 2.9021 -3.5570 3.6632
C 3.3276 -3.2328 1.2139
O 0.3506 -2.4509 4.1617
C -0.8464 -2.9871 4.8207
C -0.5303 -2.9087 6.2889
C -0.8692 -4.5023 4.4115
C -2.1115 -2.2750 4.3871
H 1.8502 2.3110 4.0690
H 2.1579 0.5412 4.1798
H 0.8530 1.1890 5.0704
H 1.3903 2.3550 1.3593
H 0.3210 1.0158 0.9113
H 1.9502 0.7267 1.5305
H -0.5588 3.0588 3.2472
H -1.4581 1.6509 3.9805
H -1.4629 1.8723 2.2287
H 4.0964 -0.9534 3.6907
H 4.4056 -1.0153 1.9504
H 5.2853 -2.1026 3.0433
H 2.9080 -3.0253 4.6263
H 3.5750 -4.4444 3.8006
H 1.9481 -4.0579 3.4649
H 3.4568 -2.5532 0.3389
H 2.4277 -3.7793 1.1099
H 4.1430 -3.9443 1.1696
H 0.5488 -2.8979 6.4363
H -0.9630 -3.7244 6.8472
H -0.9635 -1.9227 6.6230
H 0.0210 -4.9662 4.8467
H -0.8141 -4.5301 3.3425
H -1.7793 -5.0369 4.7772
H -2.2402 -1.2237 4.6626
H -2.9327 -2.9175 4.7931
H -2.2051 -2.2358 3.2463
N -2.3813 -4.5198 -3.8794
C -1.8505 -4.3732 -2.6462
N -1.0197 -3.3008 -2.7346
C -0.9739 -2.9562 -4.0593
N -1.8475 -3.6965 -4.7773
C -0.1685 -1.9027 -4.6443
C -0.3558 -1.5135 -5.9846
N 0.4194 -0.5738 -6.5263
C 1.2933 0.0443 -5.7086
C 1.4944 -0.3401 -4.3631
N 0.6717 -1.2256 -3.8477
H -3.1150 -5.1867 -4.2213
H -2.1043 -5.0624 -1.8527
H -0.9178 -2.0588 -6.6787
H 1.8653 0.8513 -6.1732
H 2.3061 0.0497 -3.7325
O -1.9762 0.6064 0.1581
C -2.5268 0.3279 -0.8994
O -2.0997 -0.6989 -1.6623
C -3.7936 0.9714 -1.4067
C -4.2317 0.5553 -2.6742
C -5.3846 1.1145 -3.2209
C -6.0465 2.1018 -2.5743
C -5.6275 2.4399 -1.2312
C -4.5527 1.8476 -0.5856
N -6.6341 3.2434 -0.6027
O -7.7267 3.3948 -1.2118
O -6.3859 3.7419 0.5423
H -3.6503 -0.1628 -3.2190
H -5.6853 0.7545 -4.2438
H -6.9696 2.6098 -2.9553
H -4.2112 2.2047 0.3694
C -1.0491 5.9366 -5.3926
S 0.7124 5.5028 -5.6143
C 1.3602 6.1811 -4.2109
C 0.8768 5.8853 -2.8837
S -0.2140 4.7143 -2.4171
S 1.7049 6.8572 -1.6284
C 2.5959 7.9600 -2.6753
S 3.4301 9.3639 -2.3658
S 2.4047 7.5376 -4.3593
H -1.4829 5.5784 -6.3232
H -1.1592 6.9890 -5.3232
H -1.4237 5.4106 -4.5553
N 2.9021 -0.2421 -1.4623
C 3.9629 0.0220 -1.0463
C 5.2841 0.2844 -0.6907
C 6.2422 -0.6081 -1.1840
N 7.1545 -1.2777 -1.5247
C 5.6749 1.3780 0.0661
N 5.9940 2.2641 0.7396
*
```

These are the Löwdin partial charges, in e, on atoms 1 to 4: 1.111, -0.025, -0.607, -0.013